# 1
134
Properties=species:S:1:pos:R:3:lowdin_charge:R:1 method="wB97M-V/def2-TZVPD" lumo_energy_ev=-0.21 homo_energy_ev=-6.162 orbital_gap_ev=5.95
Ba 0.67 -1.37 -0.17 1.878
N -1.18 -2.29 -1.61 -0.165
C -0.79 -3.74 -1.48 -0.218
C 0.22 -4.23 -0.34 -0.175
N 1.64 -3.62 -0.32 -0.394
C 2.11 -3.14 -1.71 -0.224
C 3.05 -1.82 -1.76 -0.234
N 2.28 -0.54 -2.01 -0.166
C 2.69 -4.34 0.39 -0.199
C 2.82 -3.80 1.81 -0.241
N 3.23 -2.38 1.75 0.008
H -2.02 -2.24 -2.19 0.036
H -0.51 -1.85 -2.25 -0.026
H -0.42 -4.12 -2.43 0.098
H -1.72 -4.26 -1.25 0.121
H 0.31 -5.30 -0.51 0.119
H -0.26 -4.05 0.63 0.069
H 1.25 -2.85 -2.32 0.022
H 2.58 -3.96 -2.24 0.118
H 3.76 -1.97 -2.57 0.111
H 3.59 -1.72 -0.82 0.066
H 1.63 -0.73 -2.79 0.015
H 2.84 0.22 -2.37 0.080
H 3.62 -4.17 -0.15 0.122
H 2.51 -5.41 0.37 0.126
H 3.51 -4.43 2.37 0.114
H 1.84 -3.86 2.30 0.104
H 4.19 -2.37 1.43 0.071
H 3.21 -1.97 2.68 0.060
C -3.64 0.86 -5.44 -0.180
Si -2.70 0.36 -3.88 0.433
C -2.83 1.80 -2.68 -0.186
C -3.78 -0.98 -3.08 -0.184
C -0.94 -0.12 -4.13 -0.321
C -0.62 -1.43 -4.58 -0.403
C -1.57 -2.25 -5.29 -0.057
C -1.26 -3.52 -5.71 -0.088
C 0.02 -4.04 -5.46 -0.109
C 0.89 -3.23 -4.76 -0.194
N 0.60 -2.00 -4.30 0.029
Si 0.21 1.30 -4.32 0.439
C 0.58 2.25 -2.73 -0.186
C -0.50 2.60 -5.49 -0.197
C 1.86 0.85 -5.15 -0.183
H -4.49 1.50 -5.19 0.029
H -4.03 -0.02 -5.97 0.021
H -3.00 1.41 -6.14 0.012
H -3.88 2.05 -2.52 0.042
H -2.33 2.70 -3.05 0.013
H -2.39 1.55 -1.72 0.025
H -4.82 -0.78 -3.34 0.036
H -3.72 -0.93 -1.98 0.014
H -3.58 -2.01 -3.40 0.018
H -2.53 -1.82 -5.55 0.084
H -1.99 -4.09 -6.26 0.102
H 0.32 -5.02 -5.79 0.087
H 1.89 -3.59 -4.54 0.097
H 0.01 3.19 -2.70 0.019
H 1.63 2.54 -2.65 0.025
H 0.32 1.71 -1.82 0.012
H -1.38 3.10 -5.09 0.020
H -0.77 2.14 -6.45 0.029
H 0.26 3.36 -5.69 0.032
H 2.66 1.49 -4.77 0.023
H 1.77 1.05 -6.22 0.028
H 2.16 -0.20 -5.04 0.004
O -0.93 -3.16 2.40 -0.071
H -1.88 -2.99 2.46 0.046
H -0.59 -2.47 2.98 0.012
C 1.37 -1.96 5.11 -0.052
C 0.50 -0.75 5.51 -0.364
C 0.59 -0.49 7.01 -0.061
C -0.93 -0.97 5.03 -0.144
C -1.73 -1.93 5.66 -0.040
C -3.02 -2.18 5.20 -0.073
C -3.50 -1.49 4.09 -0.043
C -2.73 -0.53 3.44 -0.135
C -3.27 0.24 2.25 -0.371
C -4.28 -0.54 1.41 -0.071
C -3.85 1.58 2.70 -0.042
C -1.44 -0.26 3.94 -0.160
N -0.67 0.76 3.35 -0.032
B 0.05 0.77 2.06 -0.423
N 0.60 2.13 2.12 -0.019
C 0.26 2.79 3.32 -0.093
C -0.50 1.96 4.06 -0.089
C 1.36 2.87 1.16 -0.131
C 0.76 3.96 0.52 -0.129
C 1.53 4.74 -0.35 -0.045
C 2.86 4.45 -0.58 -0.079
C 3.45 3.37 0.07 -0.042
C 2.72 2.57 0.95 -0.127
C 3.41 1.49 1.76 -0.376
C 3.87 2.06 3.10 -0.044
C 4.58 0.84 1.03 -0.076
C -0.69 4.35 0.76 -0.362
C -1.48 4.46 -0.54 -0.061
C -0.77 5.67 1.53 -0.059
H 2.40 -1.82 5.44 0.084
H 1.37 -2.06 4.02 0.049
H 0.99 -2.89 5.54 0.088
H 0.89 0.12 4.99 0.119
H 0.26 -1.35 7.60 0.073
H -0.04 0.36 7.29 0.083
H 1.62 -0.26 7.30 0.080
H -1.35 -2.48 6.51 0.111
H -3.64 -2.92 5.70 0.103
H -4.51 -1.70 3.74 0.106
H -2.41 0.46 1.61 0.088
H -5.22 -0.72 1.96 0.074
H -3.89 -1.51 1.09 0.077
H -4.54 0.03 0.52 0.076
H -4.70 1.43 3.38 0.085
H -4.19 2.16 1.84 0.081
H -3.10 2.17 3.23 0.068
H 0.59 3.79 3.55 0.117
H -0.94 2.13 5.03 0.124
H 1.06 5.58 -0.86 0.112
H 3.45 5.06 -1.25 0.103
H 4.50 3.17 -0.09 0.102
H 2.67 0.72 1.97 0.082
H 4.60 2.86 2.95 0.087
H 4.34 1.29 3.72 0.077
H 3.02 2.48 3.66 0.071
H 5.39 1.56 0.84 0.074
H 4.28 0.43 0.06 0.065
H 5.01 0.04 1.64 0.068
H -1.15 3.57 1.37 0.120
H -1.13 5.28 -1.16 0.080
H -2.54 4.64 -0.32 0.085
H -1.41 3.54 -1.12 0.034
H -0.39 6.50 0.92 0.078
H -0.19 5.65 2.46 0.067
H -1.81 5.90 1.78 0.080

=====

# 2
14
Properties=species:S:1:pos:R:3:lowdin_charge:R:1 method="wB97M-V/def2-TZVPD" lumo_energy_ev=0.88 smiles="N#CC1CC=CC1" homo_energy_ev=-9.757 orbital_gap_ev=10.64
N -1.05 -3.04 -0.10 0.145
C -0.93 -1.90 0.08 -0.202
C -0.74 -0.47 0.29 -0.280
C -0.60 0.32 -1.04 -0.142
C 0.58 1.22 -0.80 -0.095
C 1.19 0.96 0.35 -0.095
C 0.54 -0.15 1.12 -0.143
H -1.62 -0.10 0.84 0.144
H -0.43 -0.35 -1.89 0.117
H -1.52 0.88 -1.27 0.113
H 0.90 1.96 -1.52 0.104
H 2.08 1.47 0.72 0.104
H 1.20 -1.03 1.19 0.117
H 0.29 0.13 2.15 0.113

=====

# 3
82
Properties=species:S:1:pos:R:3:lowdin_charge:R:1 method="wB97M-V/def2-TZVPD" lumo_energy_ev=-6.70 homo_energy_ev=-10.039 total_charge=+1 orbital_gap_ev=3.34
N 3.28 -0.72 3.08 0.013
C 4.01 -0.35 1.85 -0.296
C 3.07 0.08 0.65 -0.267
C 1.56 0.25 1.01 -0.357
O 0.76 -0.98 0.99 -0.157
S -0.55 -0.53 1.93 0.761
O -0.32 -1.33 3.17 -0.270
O -1.79 -0.74 1.17 -0.250
O -0.36 1.13 2.08 -0.220
C 1.11 1.25 2.13 -0.695
Br 1.72 3.11 2.05 0.780
H 2.80 -1.61 2.95 0.090
H 4.01 -0.90 3.77 0.087
H 4.59 -1.27 1.51 0.066
H 4.80 0.43 2.00 0.118
H 3.40 1.02 0.12 0.078
H 3.11 -0.78 -0.13 -0.018
H 1.16 0.76 0.08 0.152
H 1.38 0.90 3.16 0.084
Mg 4.79 -0.57 -1.08 0.518
C -0.47 -4.78 5.56 -0.065
C -1.35 -3.77 6.28 -0.369
O -0.84 -2.43 6.09 -0.168
H 0.56 -4.72 5.93 0.079
H -0.85 -5.79 5.70 0.072
H -0.44 -4.56 4.49 0.081
H -1.37 -3.98 7.35 0.135
H -2.37 -3.82 5.91 0.088
H -0.84 -2.25 5.14 0.042
F 1.87 0.56 -2.50 -0.026
C 0.69 0.55 -3.18 -0.289
C 0.00 -0.64 -3.31 -0.027
C -1.21 -0.64 -4.00 -0.063
C -1.71 0.54 -4.55 -0.076
C -0.99 1.73 -4.41 -0.053
C 0.21 1.73 -3.71 -0.014
H 0.40 -1.55 -2.88 0.113
H -1.77 -1.56 -4.10 0.110
H -2.65 0.54 -5.08 0.073
H -1.37 2.64 -4.84 0.109
H 0.78 2.65 -3.59 0.106
C -5.20 -2.98 1.67 -2.025
Cl -4.92 -4.43 0.69 0.529
Cl -6.69 -3.16 2.60 0.554
Cl -3.87 -2.79 2.82 0.548
Cl -5.31 -1.56 0.60 0.516
C -5.26 2.42 -7.73 0.050
N -4.33 2.49 -6.57 -0.430
O -3.48 1.63 -6.48 0.038
O -4.49 3.40 -5.79 0.087
H -5.00 1.56 -8.33 0.096
H -6.27 2.33 -7.34 0.103
H -5.14 3.34 -8.30 0.103
O 0.73 5.24 -5.48 0.110
C 1.85 5.23 -5.03 -0.541
O 2.07 5.62 -3.77 -0.004
C 3.32 5.46 -3.09 -0.242
C 4.25 6.62 -3.37 -0.064
C 3.02 4.89 -5.91 0.010
H 3.77 4.49 -3.32 0.108
H 3.08 5.43 -2.02 0.119
H 4.50 6.69 -4.42 0.069
H 5.17 6.52 -2.80 0.080
H 3.77 7.56 -3.09 0.088
H 3.34 5.78 -6.45 0.099
H 2.70 4.13 -6.62 0.094
H 3.86 4.46 -5.36 0.067
F -4.96 -5.25 5.30 -0.210
Al -3.35 -5.82 5.68 0.016
F -2.63 -4.79 6.92 -0.213
F -2.34 -5.75 4.24 -0.202
F -3.42 -7.47 6.26 -0.208
O -5.12 -3.26 7.28 -0.080
S -6.53 -2.88 7.16 0.310
O -7.38 -4.03 7.48 -0.064
O -6.76 -2.42 5.79 -0.107
O -6.83 -1.79 8.10 -0.108
Na -0.11 -0.55 7.18 0.841
O 8.67 -1.48 -1.64 0.250
H 9.61 -1.43 -1.34 0.190
H 8.47 -2.34 -2.07 0.185
H 8.43 -0.71 -2.22 0.163

=====

# 4
12
Properties=species:S:1:pos:R:3:lowdin_charge:R:1 method="wB97M-V/def2-TZVPD" lumo_energy_ev="-4.62 / -6.52" spin_multiplicity=9 homo_energy_ev="-9.702 / -13.813" s_squared=20.310 total_charge=+1 orbital_gap_ev="5.08 / 7.30"
O 1.43 0.35 0.62 -0.406
C 0.84 1.19 1.58 -0.304
C -0.66 1.44 1.29 -0.296
O -1.09 0.45 0.39 -0.499
Mg -0.69 -1.53 0.66 0.812
H 1.37 2.13 1.79 0.131
H 0.89 0.60 2.52 0.126
H -0.85 2.44 0.86 0.120
H -1.24 1.45 2.23 0.136
Gd 0.40 0.33 -1.21 1.598
O -0.23 -1.46 -1.31 -0.477
H 0.05 -2.16 -1.89 0.060

=====

# 5
62
Properties=species:S:1:pos:R:3:lowdin_charge:R:1 method="wB97M-V/def2-TZVPD" lumo_energy_ev="2.54 / 2.49" spin_multiplicity=2 homo_energy_ev="0.503 / -6.559" s_squared=0.750 total_charge=-1 orbital_gap_ev="2.04 / 9.05"
O 0.54 0.87 1.09 0.187
H 0.11 1.73 1.09 0.046
H 0.76 0.77 2.02 -0.028
H -0.08 0.18 0.86 0.077
B 0.98 0.63 3.72 -0.410
H 1.26 0.85 4.74 -0.037
H 1.63 1.19 3.08 -0.042
H 1.07 -0.43 3.55 -0.034
H -0.03 0.93 3.47 -0.038
C 4.10 -0.50 2.24 -0.199
O 4.11 0.15 3.48 -0.123
H 3.69 0.07 1.41 0.075
H 5.08 -0.86 1.92 0.068
H 3.58 -1.45 2.41 0.069
H 3.21 0.47 3.60 0.004
C 0.87 4.99 0.61 -0.068
C -0.42 4.27 0.13 -0.479
C -0.30 3.78 -1.31 -0.221
O 0.30 2.48 -1.34 -0.242
C 0.40 1.83 -2.60 -0.134
N -0.79 3.21 1.07 0.044
H 0.79 5.39 1.62 0.063
H 1.05 5.75 -0.15 0.062
H 1.73 4.32 0.64 0.077
H -1.26 4.96 0.17 0.080
H 0.32 4.44 -1.92 0.113
H -1.28 3.64 -1.77 0.074
H 1.03 2.40 -3.28 0.081
H -0.60 1.75 -3.00 0.071
H 0.84 0.84 -2.50 0.080
H -1.61 2.80 0.66 0.020
H -1.24 3.74 1.80 0.059
C -0.31 -4.17 0.04 -0.046
C 0.10 -2.79 -0.50 -0.476
C 0.30 -2.88 -2.05 -0.116
C -0.99 -2.69 -2.93 -0.160
C -1.66 -1.33 -2.54 -0.154
C -2.02 -1.33 -1.05 -0.437
N -0.81 -1.67 -0.18 -0.102
O -0.94 -1.40 1.23 -0.051
C -2.19 0.16 -0.65 -0.115
C -3.26 -2.31 -0.82 -0.057
C 1.50 -2.44 0.15 -0.032
H -1.17 -4.60 -0.48 0.063
H -0.64 -3.93 1.05 0.072
H 0.48 -4.92 0.07 0.082
H 1.08 -2.17 -2.35 0.104
H 0.62 -3.86 -2.39 0.105
H -1.73 -3.47 -2.74 0.089
H -0.81 -2.76 -4.00 0.097
H -2.57 -1.22 -3.12 0.106
H -1.02 -0.47 -2.69 0.083
H -2.50 0.27 0.39 0.057
H -1.39 0.87 -0.89 0.054
H -3.09 0.48 -1.18 0.038
H -3.99 -2.08 -1.60 0.068
H -3.00 -3.36 -0.91 0.050
H -3.64 -2.18 0.19 0.060
H 2.26 -3.12 -0.24 0.082
H 1.41 -2.43 1.23 0.075
H 1.76 -1.41 -0.10 0.071
H -1.64 -2.00 1.51 0.098

=====

# 6
10
Properties=species:S:1:pos:R:3:lowdin_charge:R:1 method="wB97M-V/def2-TZVPD" lumo_energy_ev=0.84 smiles="[H]/N=C(/C#C)NO" homo_energy_ev=-9.626 orbital_gap_ev=10.46
C 0.25 0.64 0.03 -0.470
C -1.13 0.17 0.03 -0.064
C -2.25 -0.25 0.00 0.137
H 0.50 -2.12 0.56 0.116
H 2.11 -0.13 -0.04 0.134
H 1.51 2.06 -0.09 0.058
H -3.27 -0.58 0.01 0.039
N 1.17 -0.38 0.25 -0.038
N 0.49 1.89 -0.09 0.136
O 0.79 -1.64 -0.24 -0.048

=====

# 7
62
Properties=species:S:1:pos:R:3:lowdin_charge:R:1 method="wB97M-V/def2-TZVPD" lumo_energy_ev=1.89 homo_energy_ev=-3.584 total_charge=-1 orbital_gap_ev=5.47
C -0.04 -1.54 1.51 -0.060
C 0.99 -1.39 0.62 -0.292
C 2.09 -0.40 0.73 -0.301
Ga 3.24 -0.88 2.32 0.339
P 5.56 -1.05 1.85 0.488
N 5.89 -2.13 0.70 -0.434
S 2.89 0.62 4.17 0.589
O 1.57 1.23 4.18 -0.410
O 3.24 -0.10 5.39 -0.430
C 4.11 2.09 4.21 -0.689
F 5.02 1.97 3.22 0.065
F 3.47 3.26 4.05 0.101
F 4.77 2.15 5.37 0.104
H -0.76 -0.76 1.73 0.014
H -0.20 -2.52 1.96 0.035
H 0.99 -2.03 -0.27 0.088
H 1.63 0.58 0.97 0.067
H 2.66 -0.32 -0.18 0.007
H 2.78 -2.27 2.89 -0.042
H 6.12 0.22 1.54 -0.083
H 6.21 -1.39 3.07 -0.065
H 6.47 -2.86 1.08 -0.100
C -4.44 -0.06 0.41 -0.018
C -3.39 0.95 0.81 -0.488
O -2.39 0.62 1.39 0.074
C -3.67 2.38 0.42 -0.021
H -4.13 -1.05 0.73 0.070
H -5.40 0.19 0.87 0.080
H -4.57 -0.06 -0.68 0.080
H -4.60 2.73 0.88 0.083
H -3.76 2.46 -0.66 0.048
H -2.84 3.01 0.76 0.083
C -3.98 2.79 -5.06 -0.022
C -4.88 3.00 -3.86 -0.493
O -4.56 2.62 -2.76 0.066
C -6.18 3.72 -4.11 -0.024
H -3.08 2.27 -4.75 0.084
H -4.50 2.21 -5.82 0.084
H -3.71 3.76 -5.50 0.084
H -6.78 3.17 -4.83 0.083
H -5.99 4.72 -4.51 0.084
H -6.73 3.81 -3.17 0.081
C 3.32 2.61 -2.52 -0.023
C 4.40 1.71 -1.97 -0.491
O 4.18 0.94 -1.07 0.070
C 5.77 1.82 -2.60 -0.025
H 2.39 2.43 -1.98 0.082
H 3.61 3.66 -2.40 0.080
H 3.17 2.41 -3.58 0.079
H 6.16 2.83 -2.49 0.079
H 5.71 1.58 -3.66 0.079
H 6.45 1.12 -2.11 0.083
C -2.89 -4.50 1.56 -0.027
C -1.97 -5.49 0.87 -0.508
O -1.09 -5.14 0.12 0.079
C -2.21 -6.95 1.18 -0.034
H -2.62 -3.49 1.28 0.066
H -3.92 -4.71 1.26 0.079
H -2.80 -4.60 2.64 0.086
H -3.22 -7.23 0.89 0.077
H -2.09 -7.13 2.25 0.081
H -1.49 -7.56 0.63 0.077